# 1
101
Properties=species:S:1:pos:R:3:mulliken_charge:R:1 method="wB97M-V/def2-TZVPD" spin_multiplicity=1 lumo_energy_ha=0.013 max_force_ha_per_bohr=0.014 homo_energy_ha=-0.3543 homo_lumo_gap_ev=10.01 energy_ev=-57310.1481
C 5.51196 -6.10031 2.12569 -1.096
C 6.54562 -5.23308 1.38205 -0.442
C 6.01639 -4.53830 0.11074 -0.481
C 6.28201 -3.02607 0.06802 -0.654
C 6.41067 -2.46642 -1.34913 -1.122
C 5.07557 -2.32140 -2.07999 -0.694
C 4.12200 -1.31796 -1.42886 -0.528
C 3.07834 -0.75057 -2.40048 -1.009
C 1.69655 -0.57801 -1.77540 -0.373
C 0.64801 -0.21811 -2.82917 -1.887
C -0.65386 0.40701 -2.26911 2.195
C -0.38899 1.88958 -1.95742 -2.328
C -1.57108 2.74511 -1.50476 0.460
C -1.24107 4.24606 -1.57137 -1.256
C -1.86165 5.04389 -0.42726 -1.180
C -1.23202 4.81253 0.94951 -0.640
C 0.28470 4.94677 0.98809 -0.129
C 0.85335 4.80618 2.39841 -0.760
C 2.39364 4.80088 2.42530 -0.382
C 2.93270 6.08693 3.03832 -0.727
O 4.33953 6.19288 2.98660 -0.409
C 5.02623 5.39979 3.93391 -0.696
C -1.22175 -0.34964 -1.04097 -1.367
C -2.51736 -1.11884 -1.31172 -1.038
C -3.58686 -0.12737 -1.73353 1.125
C -5.02609 -0.62183 -1.77670 -1.263
C -5.22590 -2.10789 -2.11400 -1.083
C -5.42511 -2.96929 -0.86726 -0.162
C -6.84940 -2.88819 -0.32364 -0.511
C -7.04011 -3.67800 0.97484 -0.835
C -6.75187 -2.87392 2.22920 -0.483
O -5.33781 -2.84243 2.52632 -0.374
C -4.72120 -1.64029 2.54333 0.885
C -3.66465 -1.53243 3.60991 -1.083
O -4.98912 -0.75016 1.77408 -0.525
O -3.27603 0.44459 -3.04721 -0.463
S -1.82638 0.30891 -3.67056 1.614
O -1.65070 1.45720 -4.50308 -0.760
O -1.73354 -1.00103 -4.25095 -0.732
H 4.62701 -6.27553 1.51260 0.358
H 5.92234 -7.07344 2.39439 0.282
H 5.18342 -5.62593 3.05090 0.269
H 7.39401 -5.86396 1.11310 0.314
H 6.92999 -4.47478 2.06660 0.339
H 4.93916 -4.71192 0.04205 0.236
H 6.46166 -4.99392 -0.77757 0.297
H 5.48459 -2.51083 0.61136 0.209
H 7.20465 -2.81417 0.61585 0.521
H 7.05952 -3.13507 -1.92193 0.398
H 6.90004 -1.48878 -1.31212 0.392
H 4.59088 -3.30163 -2.13586 0.233
H 5.27494 -2.01960 -3.11249 0.526
H 3.59462 -1.80971 -0.60479 0.341
H 4.70088 -0.51207 -0.96786 0.388
H 2.98788 -1.41163 -3.26748 0.327
H 3.41632 0.22579 -2.75849 0.368
H 1.73813 0.15959 -0.96739 0.322
H 1.42673 -1.52842 -1.30440 0.514
H 0.43184 -1.10004 -3.42959 0.626
H 1.08845 0.51762 -3.50940 0.509
H 0.03922 2.34298 -2.85238 0.542
H 0.36850 1.90115 -1.16614 0.251
H -2.44217 2.55738 -2.13351 0.405
H -1.86106 2.49422 -0.47983 0.070
H -0.15922 4.39389 -1.61169 0.482
H -1.63013 4.64111 -2.51237 0.487
H -1.80661 6.11170 -0.65891 0.455
H -2.92765 4.80129 -0.37285 0.336
H -1.51944 3.83423 1.34938 0.263
H -1.65206 5.55614 1.63467 0.456
H 0.57181 5.92506 0.58386 0.196
H 0.75878 4.19692 0.34851 0.064
H 0.48891 5.63823 3.00984 0.368
H 0.47670 3.87733 2.83288 0.387
H 2.75477 3.94873 3.00393 0.363
H 2.78768 4.72558 1.40931 0.286
H 2.58137 6.18589 4.07509 0.376
H 2.54640 6.94519 2.48353 0.325
H 5.53220 6.04313 4.65865 0.263
H 4.35122 4.73376 4.47776 0.320
H 5.77697 4.79169 3.42685 0.261
H -1.44903 0.38213 -0.26276 0.368
H -0.46928 -1.02080 -0.63382 0.394
H -2.36358 -1.89169 -2.06328 0.445
H -2.85042 -1.59192 -0.38627 0.461
H -3.53128 0.70652 -1.02819 -0.153
H -5.55971 0.00812 -2.48941 0.327
H -5.44844 -0.41549 -0.78957 0.503
H -4.39501 -2.48121 -2.71510 0.461
H -6.11510 -2.19767 -2.74439 0.482
H -4.74639 -2.63012 -0.08142 -0.203
H -5.19759 -4.01615 -1.08575 0.400
H -7.53944 -3.26268 -1.08458 0.419
H -7.11415 -1.84072 -0.14852 0.255
H -6.38703 -4.55546 0.96872 0.319
H -8.06480 -4.05036 1.04270 0.383
H -7.11371 -1.85115 2.11591 0.355
H -7.23083 -3.31645 3.10234 0.376
H -2.74495 -1.15487 3.16550 0.267
H -4.00738 -0.78041 4.32154 0.298
H -3.48984 -2.47350 4.12060 0.314


# 2
113
Properties=species:S:1:pos:R:3:mulliken_charge:R:1 method="wB97M-V/def2-TZVPD" spin_multiplicity=1 lumo_energy_ha=0.137 max_force_ha_per_bohr=0.008 de_lowest_kcal_mol=0.8 homo_energy_ha=-0.0477 charge=-2 homo_lumo_gap_ev=5.01 energy_ev=-201637.5035
K -0.17143 -0.51866 0.46427 0.990
N 1.41212 -1.99317 -1.76232 0.052
C 2.32615 -1.47352 -2.77573 -0.353
C 3.22926 -0.36111 -2.24771 -0.488
C 2.59291 1.01628 -2.10924 -0.586
N 1.53362 1.01271 -1.11511 0.599
H 1.92542 -2.31337 -0.94704 -0.132
H 0.87354 -2.77151 -2.12192 0.280
H 1.72847 -1.08188 -3.60471 -0.084
H 2.98066 -2.26121 -3.18154 0.353
H 4.07080 -0.25982 -2.94191 0.535
H 3.65525 -0.67368 -1.28591 -0.094
H 2.13635 1.29792 -3.06278 0.132
H 3.39144 1.74557 -1.89327 0.360
H 1.01794 1.88342 -1.07138 -0.197
H 1.91755 0.79496 -0.19985 -0.420
C -2.57858 -2.36778 -2.24712 -0.776
C -3.38402 -1.99511 -1.03245 0.333
C -4.73706 -2.31217 -0.95590 -0.888
C -5.42453 -1.89652 0.18094 -0.665
C -4.77184 -1.20657 1.17393 -0.485
C -3.37933 -0.91396 1.05156 -0.538
N -2.73614 -1.33513 -0.07851 0.756
N -2.65696 -0.23703 1.95474 0.492
Si -3.04104 -0.06892 3.59644 -0.126
C -4.46960 1.11157 4.00125 -1.097
C -3.44304 -1.71724 4.43132 -1.036
C -1.53474 0.62958 4.47876 -0.630
H -2.81895 -3.37713 -2.58943 0.453
H -1.51372 -2.30150 -2.02744 -0.130
H -2.77123 -1.66579 -3.06239 0.092
H -5.22417 -2.84789 -1.76012 0.426
H -6.48469 -2.10936 0.28521 0.372
H -5.31216 -0.86846 2.04901 0.209
H -5.43958 0.72247 3.68305 0.325
H -4.31336 2.06988 3.49946 0.226
H -4.51913 1.29361 5.08016 0.332
H -4.30284 -2.20927 3.97129 0.297
H -3.66179 -1.57383 5.49455 0.349
H -2.59001 -2.39520 4.34779 0.242
H -1.26065 1.60076 4.05813 -0.010
H -0.68109 -0.04090 4.34901 0.165
H -1.71922 0.76218 5.54924 0.420
Cl 3.36957 -6.82314 3.14570 -0.288
C 2.99478 -5.20566 2.57953 0.445
C 1.69130 -4.73636 2.64188 -0.919
C 1.41620 -3.46111 2.20078 0.673
Cl -0.23681 -2.89572 2.25928 -0.084
C 2.39324 -2.54838 1.67495 -1.973
O 2.11754 -1.37914 1.29181 0.391
C 3.69695 -3.13305 1.63342 0.807
Cl 4.98671 -2.14777 0.98325 -0.267
C 4.00069 -4.40675 2.06948 -0.705
H 0.89292 -5.35665 3.02486 0.439
H 5.01690 -4.77121 2.00892 0.425
C -1.21448 4.44368 0.20056 -1.131
Te -1.77758 2.52505 0.99790 0.271
C -3.10308 2.07359 -0.60982 -0.849
H -2.08911 5.08745 0.12249 0.384
H -0.74007 4.34788 -0.77371 0.207
H -0.50714 4.88992 0.89993 0.382
H -3.52634 3.01719 -0.95006 0.477
H -3.88669 1.42654 -0.22435 0.291
H -2.57351 1.57259 -1.41755 0.095
C -0.33310 3.30489 -6.62533 -1.156
Si -1.39688 2.77998 -5.14119 0.141
C -1.13180 4.12859 -3.83542 -0.837
C -3.18501 3.02377 -5.73167 -1.119
As -0.95336 0.75152 -4.14603 0.161
Si -0.70279 -0.45733 -6.08435 0.299
C 0.94166 -0.20442 -7.00203 -1.170
C -0.72273 -2.29756 -5.62751 -0.917
C -2.03676 -0.25938 -7.42196 -1.176
H -0.59163 4.33024 -6.91508 0.374
H -0.48780 2.65992 -7.49342 0.258
H 0.72867 3.27021 -6.37236 0.265
H -1.46243 5.10915 -4.19551 0.421
H -0.07694 4.19555 -3.55809 0.270
H -1.69616 3.88919 -2.93084 -0.076
H -3.33132 4.03447 -6.13138 0.303
H -3.87423 2.87028 -4.89846 0.277
H -3.44634 2.30039 -6.50688 0.254
H 1.76515 -0.59697 -6.39941 0.312
H 1.14614 0.85141 -7.18448 0.290
H 0.93460 -0.73165 -7.96381 0.295
H -0.10090 -2.48485 -4.74909 0.067
H -0.34069 -2.90776 -6.45393 0.350
H -1.73530 -2.63130 -5.39024 0.280
H -2.06032 0.75677 -7.82350 0.237
H -3.02352 -0.46980 -7.00404 0.275
H -1.85011 -0.94813 -8.25407 0.376
C 2.84524 4.06220 4.22361 -1.021
N 3.04853 3.91314 2.78656 0.126
C 4.35408 3.29239 2.56867 -1.017
N 4.54854 2.02752 3.27020 0.134
C 4.28764 2.24666 4.68847 -0.946
N 2.97779 2.82415 4.98681 0.115
C 1.90245 1.88041 4.64343 -1.107
P 1.86203 1.35599 2.85837 1.216
C 1.98208 3.09152 2.19407 -0.981
C 3.67149 0.97820 2.72617 -0.964
H 1.85157 4.48157 4.39813 0.377
H 3.59295 4.76876 4.59853 0.307
H 5.12133 3.99208 2.91607 0.268
H 4.49142 3.12879 1.49770 0.425
H 5.04977 2.93568 5.06738 0.317
H 4.38333 1.29528 5.21651 0.398
H 0.93675 2.32197 4.90200 0.381
H 2.00720 0.98859 5.26859 0.464
H 1.02035 3.58851 2.35305 0.304
H 2.12881 3.04732 1.11064 0.339
H 3.91745 0.79461 1.67784 0.243
H 3.87450 0.03401 3.23769 0.443